C34H93N3O11 | ωB97M-V/def2-TZVPD

Element x y z (Å)
C -4.767 2.758 0.379
C -3.771 3.519 1.267
O -2.427 3.095 0.923
H -4.358 1.781 0.198
H -4.902 3.215 -0.614
H -5.670 2.628 0.917
H -3.912 3.253 2.327
H -3.894 4.597 1.288
H -1.961 3.831 0.466
C 4.053 -2.363 1.399
C 2.983 -2.639 2.467
O 2.159 -1.573 2.784
H 4.629 -3.281 1.325
H 4.737 -1.570 1.577
H 3.429 -2.169 0.530
H 3.452 -2.991 3.363
H 2.340 -3.408 2.024
H 2.343 -1.191 3.654
C 4.608 -4.483 -1.654
C 3.319 -4.085 -2.300
C 3.452 -2.937 -3.238
O 3.411 -1.659 -2.613
C 3.450 -0.582 -3.547
N 2.645 -5.267 -2.955
H 5.236 -4.852 -2.484
H 4.497 -5.397 -1.038
H 5.165 -3.750 -1.128
H 2.630 -3.889 -1.469
H 2.598 -2.966 -3.885
H 4.372 -3.098 -3.834
H 3.416 0.286 -2.892
H 2.580 -0.570 -4.182
H 4.383 -0.559 -4.119
H 3.181 -6.116 -2.942
H 2.413 -5.021 -3.907
C -5.588 -3.935 -2.444
C -5.034 -3.073 -3.465
C -4.329 -1.815 -2.867
O -5.155 -1.149 -2.009
C -4.603 -0.084 -1.310
N -4.094 -3.844 -4.282
H -6.240 -3.460 -1.723
H -4.757 -4.398 -1.896
H -6.237 -4.658 -2.936
H -5.782 -2.685 -4.123
H -3.983 -1.132 -3.675
H -3.417 -2.126 -2.300
H -3.679 -0.389 -0.899
H -5.333 0.068 -0.494
H -4.453 0.837 -1.801
H -3.841 -3.175 -4.989
H -3.281 -4.025 -3.704
C -2.015 -4.946 -0.533
C -0.561 -4.509 -0.683
C -0.507 -3.196 -1.459
O -0.948 -3.364 -2.761
C -0.664 -2.314 -3.613
N 0.227 -4.308 0.584
H -2.521 -4.170 0.076
H -2.144 -5.841 0.046
H -2.440 -5.060 -1.533
H 0.033 -5.225 -1.263
H 0.582 -2.909 -1.471
H -1.047 -2.418 -0.934
H -0.990 -1.364 -3.232
H -1.175 -2.584 -4.513
H 0.388 -2.260 -3.863
H -0.241 -3.647 1.170
H 0.437 -5.125 1.089
C -1.029 7.229 0.238
C -0.158 6.004 -0.005
C 0.441 5.478 1.277
O -0.970 4.942 -0.614
H -0.478 8.148 0.369
H -1.619 7.110 1.136
H -1.708 7.309 -0.649
H 0.610 6.211 -0.768
H -0.174 5.659 2.105
H 1.407 5.914 1.519
H 0.662 4.397 1.124
H -0.447 4.386 -1.239
C -0.793 -3.487 5.744
C -0.761 -3.771 4.279
C -2.067 -4.472 3.956
O -0.707 -2.518 3.591
H 0.147 -3.101 6.072
H -1.027 -4.430 6.283
H -1.554 -2.671 5.919
H 0.042 -4.399 3.900
H -2.253 -4.533 2.885
H -2.895 -3.864 4.341
H -1.948 -5.446 4.410
H 0.232 -2.306 3.362
C 2.845 2.059 5.286
C 1.332 1.705 5.240
C 0.764 2.298 3.965
O 1.272 0.307 5.066
H 3.334 1.472 6.061
H 3.024 3.109 5.502
H 3.346 1.759 4.372
H 0.875 2.053 6.154
H 1.075 3.359 3.892
H -0.321 2.155 3.992
H 1.103 1.705 3.132
H 0.441 -0.153 4.957
C -0.583 1.821 -4.273
C -0.502 3.256 -3.621
C -1.868 4.022 -3.630
O -0.045 3.104 -2.259
H -1.458 1.375 -3.813
H 0.336 1.333 -3.887
H -0.676 1.890 -5.334
H 0.314 3.894 -4.037
H -1.614 4.974 -3.198
H -2.646 3.522 -2.967
H -2.307 4.201 -4.612
H -0.566 2.383 -1.751
C 4.214 3.658 1.718
C 4.709 5.062 1.281
C 4.385 5.302 -0.243
O 4.000 6.076 1.990
H 3.120 3.843 1.888
H 4.675 3.477 2.674
H 4.394 2.864 1.013
H 5.782 5.113 1.474
H 4.834 4.515 -0.916
H 4.852 6.234 -0.549
H 3.340 5.318 -0.445
H 4.310 6.082 2.932
C 0.821 1.082 0.159
C -0.564 0.413 -0.238
C -1.191 -0.232 0.982
O -1.461 1.333 -0.828
H 1.465 0.423 0.762
H 0.504 2.013 0.646
H 1.259 1.271 -0.790
H -0.343 -0.385 -0.958
H -1.526 0.571 1.606
H -0.569 -0.812 1.681
H -2.016 -0.799 0.554
H -1.844 1.921 -0.140

Results
SMILES string: COC[C@H](C)N.COC[C@H](C)N.COC[C@H](C)N.CC(C)O.CC(C)O.CC(C)O.CC(C)O.CC(C)O.CC(C)O.CCO.CCO
Molar mass in Da: 720.13
Charge: 0
E_HOMO in Eh: -0.3346